H4O2 | the ωB97M-V functional and the def2-TZVPD basis

Calculated values
HOMO energy in eV: -10.89
Energy above the lowest of the compared OMol25 structures with the same formula, charge and spin in kcal/mol: 3.4
Orbital gap in eV: 11.51
Charge: 0

Geometry (Å):
H1 0.632 0.304 -0.195
H2 0.966 0.669 -1.646
H3 -0.492 -0.246 1.454
H4 -1.455 -1.154 0.535
O1 1.344 0.723 -0.770
O2 -0.995 -0.296 0.622

Mulliken atomic charge list, values in e, 4 entries:
1. H 0.38
2. H 0.30
3. H 0.35
4. H 0.33